109
Properties=species:S:1:pos:R:3 method="wB97M-V/def2-TZVPD" mol_weight_g_mol=920.52 energy_ev=-77083.821
Ag 16.42968 5.31375 -10.60717
Ag 18.04752 3.57511 -6.46292
O 16.62054 3.93380 -8.47935
C 15.38311 4.12535 -7.87827
C 14.98576 3.28702 -6.59035
O 15.57358 3.41516 -5.33518
H 14.60256 3.97356 -8.62379
H 15.34290 5.19585 -7.67703
H 15.00547 2.22621 -6.84010
H 13.92428 3.42493 -6.38461
C 20.70004 -0.16557 -7.13638
C 20.16790 1.10907 -6.54567
C 21.22062 2.38341 -6.64853
O 20.60032 3.50560 -6.05547
C 21.36405 4.75507 -6.32133
N 18.82157 1.35659 -7.12749
H 21.54039 -0.54092 -6.55242
H 21.12602 -0.03999 -8.13181
H 20.01475 -1.01288 -7.11317
H 19.86030 0.94446 -5.51301
H 21.53501 2.49882 -7.68581
H 22.11911 2.20529 -6.05768
H 21.20984 5.14286 -7.32827
H 22.43555 4.59939 -6.19572
H 21.03651 5.44623 -5.54473
H 18.81642 1.37726 -8.13727
H 18.22009 0.55580 -6.99689
C 23.46033 2.86500 -3.59648
C 22.38700 1.80024 -3.14610
C 22.42655 1.21470 -1.77595
O 22.49876 2.07122 -0.60443
C 21.25626 2.63416 -0.11458
N 21.07402 2.30999 -3.26417
H 24.45228 2.53468 -3.28826
H 23.13210 3.84746 -3.25716
H 23.53067 3.05773 -4.66701
H 22.58563 1.01783 -3.87854
H 23.31944 0.58995 -1.79907
H 21.55751 0.56637 -1.66396
H 20.52101 1.84003 0.01522
H 20.81486 3.35234 -0.80558
H 21.39388 2.91659 0.92916
H 20.86224 2.50114 -4.23305
H 20.97405 3.24012 -2.88341
C 19.59161 7.88943 -6.91049
C 18.43244 6.98280 -6.75521
O 18.62273 5.77289 -7.39626
H 19.82095 8.13044 -7.94848
H 20.46294 7.39163 -6.48495
H 19.50842 8.84663 -6.39575
H 17.52557 7.49614 -7.07484
H 18.34395 6.57802 -5.74703
H 17.86247 5.49972 -7.91491
C 18.74584 -0.33629 -1.51696
O 19.56671 -1.19389 -1.57137
N 18.86824 0.77956 -2.14969
N 17.65967 -0.39235 -0.84223
H 18.24154 1.42821 -1.69515
H 19.73926 1.15182 -2.50016
H 17.20366 -1.24939 -0.56364
H 17.32252 0.50939 -0.53679
C 16.11929 -0.59419 -5.11201
O 16.17623 -1.74279 -4.69710
N 15.44697 -0.37787 -6.19458
N 16.70566 0.43759 -4.57665
H 15.24680 0.51627 -6.61948
H 15.00628 -1.16332 -6.65169
H 17.45988 0.29806 -3.91955
H 16.50640 1.38609 -4.86076
C 14.16934 1.49008 -2.54472
O 13.79731 0.82753 -1.57135
N 13.55061 1.47752 -3.71125
N 15.18392 2.26618 -2.72576
H 12.69769 0.98834 -3.94221
H 13.95391 2.15415 -4.34340
H 15.87125 2.30749 -1.98687
H 15.31712 2.74561 -3.60468
C 20.06458 2.86199 -10.11841
O 20.94797 2.09995 -10.53959
N 20.35715 4.04559 -9.75360
N 18.83993 2.54524 -9.88130
H 19.56456 4.60145 -9.46563
H 21.31827 4.35396 -9.78893
H 18.66398 1.55231 -9.93816
H 18.14409 3.18634 -9.52788
C 18.52255 4.72011 -3.47419
O 19.56471 4.88221 -2.90517
N 17.47655 5.45666 -3.55956
N 18.24512 3.49779 -3.83651
H 16.80869 4.99623 -4.16127
H 17.44595 6.44683 -3.36272
H 18.79189 2.81518 -3.33135
H 17.32179 3.42291 -4.23894
C 12.50857 5.91940 -4.47192
O 11.61255 6.38467 -3.72608
N 12.53617 6.01872 -5.76073
N 13.45468 5.20746 -3.98978
H 11.81537 6.52835 -6.25146
H 13.23023 5.51924 -6.29824
H 13.45784 5.11186 -2.98432
H 14.12953 4.67173 -4.51671
C 16.48386 0.07509 -9.75346
O 17.68127 0.00715 -9.44172
N 15.79559 1.14759 -9.59345
N 15.83059 -0.73554 -10.45858
H 14.79279 1.03784 -9.64289
H 16.27056 1.95144 -9.20832
H 16.09018 -1.71160 -10.46205
H 14.91156 -0.41989 -10.73400

***

33
Properties=species:S:1:pos:R:3 method="wB97M-V/def2-TZVPD" mol_weight_g_mol=208.03 energy_ev=-25178.392 total_charge=+1
C 4.25578 -2.33661 0.17918
C 3.37643 -1.38369 0.94158
O 2.05572 -1.34680 0.29048
P 1.12265 -0.09502 0.23065
C -0.38297 -0.60327 -0.58762
C -1.63760 -0.06492 0.11371
C -2.91707 -0.49923 -0.61412
C -4.14481 -0.56428 0.29941
N -4.68822 0.70577 0.74553
C 1.86903 1.33423 -0.51079
B 0.78558 2.53459 -0.58207
O 0.53001 3.32490 0.48437
O -0.02108 2.70180 -1.65668
H 4.23970 -2.11226 -0.88744
H 3.94578 -3.37040 0.32367
H 5.28381 -2.23598 0.53000
H 3.78518 -0.37124 0.96047
H 3.18633 -1.71069 1.96326
H 0.80054 0.28174 1.54216
H -0.33975 -0.23974 -1.61883
H -0.36470 -1.69555 -0.62099
H -1.66120 -0.41782 1.15018
H -1.58809 1.02817 0.15566
H -2.75994 -1.47326 -1.08951
H -3.12336 0.20855 -1.42348
H -3.90141 -1.15168 1.19042
H -4.93283 -1.11304 -0.22031
H -4.06052 1.21462 1.35462
H -4.94594 1.30953 -0.02536
H 2.22147 1.04666 -1.50623
H 2.73348 1.63292 0.08787
H 1.09056 3.24789 1.25612
H 0.18742 2.21409 -2.45593

***

39
Properties=species:S:1:pos:R:3 method="wB97M-V/def2-TZVPD" multiplicity=3 mol_weight_g_mol=777.06 energy_ev=-51490.083
Au -0.12129 0.07655 -0.20686
O 3.47744 -0.55582 -1.52432
C 2.70092 0.07325 -0.83912
O 1.56350 0.54254 -1.30376
C 3.08318 0.44693 0.59705
C 2.50517 1.79121 1.06649
C 3.23279 2.27417 2.32211
C 2.62522 1.35046 3.40846
C 1.70773 0.47124 2.56160
O 1.21233 1.41000 1.58752
C 2.56028 -0.51114 1.72157
C 1.79160 -1.77168 1.33764
O 2.06390 -2.82882 1.87204
O 0.80278 -1.70069 0.47068
H 4.17181 0.46647 0.61805
H 2.36798 2.52306 0.27534
H 3.01544 3.32161 2.52286
H 4.31232 2.16252 2.22342
H 2.03916 1.92214 4.12684
H 3.36757 0.76971 3.95367
H 0.87055 0.01481 3.08720
H 3.38819 -0.87498 2.32626
I -3.81738 4.17382 0.10799
C -4.04726 2.15587 0.34778
C -5.27250 1.61207 0.70115
C -5.44244 0.24707 0.87216
I -7.32500 -0.43122 1.36489
C -4.34235 -0.66924 0.70960
C -4.42155 -2.06268 0.88693
C -3.29550 -2.83137 0.72112
C -2.08605 -2.21825 0.38440
N -2.00977 -0.91159 0.20546
C -3.09632 -0.14374 0.36284
C -2.89762 1.30781 0.12281
O -1.80255 1.74505 -0.24899
H -6.11824 2.27020 0.84374
H -5.36434 -2.52032 1.15265
H -3.32770 -3.90259 0.85672
H -1.15389 -2.76267 0.28078

***

56
Properties=species:S:1:pos:R:3 method="wB97M-V/def2-TZVPD" mol_weight_g_mol=443.56 energy_ev=-54333.293 total_charge=+2
C 0.70231 -8.62742 -2.58721
C 1.70973 -9.39762 -2.15810
H 0.19241 -8.84224 -3.51625
H 0.34858 -7.76551 -2.04178
C 2.41188 -9.11714 -0.89688
C 2.45269 -7.88508 -0.37502
H 1.97944 -7.03395 -0.84105
H 2.97168 -7.68917 0.55313
C 2.14378 -10.57967 -2.97370
H 1.54391 -10.67038 -3.87512
H 2.04709 -11.50910 -2.41220
H 3.18845 -10.49517 -3.27378
C 3.09482 -10.24959 -0.18843
H 3.86090 -10.70773 -0.81447
H 2.38920 -11.03620 0.07933
H 3.57225 -9.90454 0.72454
Ca 0.00000 0.00000 0.00000
O -0.34048 -1.88576 -0.53165
C -0.76427 -2.87597 0.10254
O -0.63020 -0.51926 1.80974
C -1.09894 -1.60144 2.16057
O -1.55906 -1.78086 3.37199
N -1.20515 -2.76080 1.40512
C -2.14885 -3.11020 3.51051
C -1.72265 -3.85841 2.24777
H -3.22229 -2.97344 3.58906
H -1.76118 -3.54111 4.42520
H -2.56329 -4.35048 1.77089
H -0.93569 -4.58217 2.44119
C -0.81392 -4.19651 -0.50158
C -0.32892 -4.42479 -1.72407
H -1.23638 -5.00976 0.06790
H 0.11809 -3.63984 -2.31613
H -0.36096 -5.41396 -2.15632
C -2.82787 2.27426 -2.91243
C -2.18739 1.23618 -2.22464
N -1.32165 1.52634 -1.21943
C -1.03938 2.82165 -0.86002
C -1.67205 3.89152 -1.52605
C -2.57339 3.60403 -2.55911
C -1.38614 5.21993 -1.15690
C -0.47610 5.49096 -0.12793
C 0.17000 4.43994 0.53373
C 1.09359 4.68167 1.56447
C 1.72955 3.60989 2.19772
C 1.44580 2.30739 1.78645
N 0.55073 2.09640 0.78769
C -0.10305 3.10659 0.16040
H -3.50898 2.05139 -3.72270
H -2.36043 0.20636 -2.50629
H -3.06450 4.40398 -3.09959
H -1.86398 6.04926 -1.66380
H -0.26984 6.51912 0.14492
H 1.32189 5.69284 1.88057
H 2.44040 3.78583 2.99557
H 1.93412 1.46551 2.26031

***

45
Properties=species:S:1:pos:R:3 method="wB97M-V/def2-TZVPD" multiplicity=5 mol_weight_g_mol=656.36 energy_ev=-41366.831 total_charge=+3
Pt 0.96047 -0.76020 -0.09569
C -3.77358 -1.21690 0.83702
C -3.33584 0.16694 0.57307
N -4.18914 1.14132 0.46231
C -3.88101 2.35437 0.05170
C -2.58189 2.68878 -0.40924
C -2.41570 4.12309 -0.88489
O -1.32415 4.36358 -1.73697
C -1.55001 1.75023 -0.19181
C -0.20377 2.06611 -0.50474
N 0.89973 1.38520 -0.20991
C 2.09666 2.03461 -0.19927
C 2.16616 3.41149 0.17435
C 3.36603 4.05815 0.26598
C 4.56166 3.37233 -0.00881
C 4.53273 2.02563 -0.39752
C 3.33073 1.37861 -0.48774
I 3.31410 -0.59769 -1.26396
C -1.89133 0.46525 0.41541
O -1.06410 -0.40796 0.72992
H -4.85587 -1.25677 0.91918
H -3.31560 -1.57513 1.76271
H -3.44618 -1.89315 0.04331
H -4.66507 3.10066 0.12919
H -2.28618 4.73530 0.01712
H -3.35755 4.43659 -1.34028
H -1.61387 4.49771 -2.64511
H -0.08946 2.97792 -1.08515
H 1.25474 3.93565 0.42943
H 3.38668 5.10056 0.55395
H 5.51317 3.88369 0.06247
H 5.45305 1.51292 -0.64256
N 0.64601 -6.89620 0.47259
C 0.67831 -5.58176 0.39982
C 0.14221 -4.89024 -0.73043
C 0.20492 -3.52742 -0.76496
N 0.77938 -2.79452 0.22863
C 1.25374 -3.43025 1.32594
C 1.23324 -4.79134 1.45194
H 0.24841 -7.45929 -0.27327
H 1.02029 -7.39855 1.27261
H -0.30431 -5.43774 -1.55124
H -0.19614 -2.98008 -1.60555
H 1.66112 -2.80909 2.11089
H 1.63719 -5.26240 2.33958

***

20
Properties=species:S:1:pos:R:3 method="wB97M-V/def2-TZVPD" multiplicity=7 mol_weight_g_mol=226.98 energy_ev=-109779.979 total_charge=+2
Mn -3.95394 -26.05903 -39.87214
Br -4.09673 -25.60468 -37.40598
C -0.74039 -27.19133 -41.26411
C -0.64728 -27.24245 -39.72668
O -1.89229 -26.72407 -39.35736
H 0.18826 -27.54163 -41.71465
H -0.80918 -26.15306 -41.58871
H -1.54651 -27.86425 -41.55647
H 0.15597 -26.56220 -39.44354
H -0.50856 -28.26331 -39.37074
H -1.76973 -26.33423 -38.48867
C -6.21544 -26.16030 -34.18640
C -5.33813 -27.39867 -34.19425
O -4.02710 -27.22763 -34.47959
H -7.16936 -26.26334 -33.66918
H -6.44020 -25.96952 -35.23577
H -5.65882 -25.28395 -33.85427
H -5.66854 -28.30037 -34.70988
H -5.38727 -27.78369 -33.17570
H -3.93683 -26.82710 -35.34736

***

21
Properties=species:S:1:pos:R:3 method="wB97M-V/def2-TZVPD" mol_weight_g_mol=117.17 energy_ev=-10421.089 total_charge=-1 smiles=CN[C@@H](C)CNC[O-]
C -1.75144 -0.81771 2.46429
N -1.29110 -0.77275 1.10711
C 0.17871 -0.68195 0.65849
C 0.86366 -2.08247 0.92702
C -0.00915 -0.02326 -0.70855
N 1.23029 0.38506 -1.42830
C 0.93988 1.90532 -1.95333
O -0.11135 2.42285 -1.48057
H -1.70705 -1.80503 2.96061
H -1.19286 -0.07439 3.12162
H -2.87748 -0.64295 2.37879
H -1.72987 -1.53767 0.58241
H 0.59925 0.13315 1.27339
H 0.46215 -2.93344 0.19778
H 1.99784 -2.10706 0.74556
H 0.76798 -2.32084 1.96922
H -0.55854 -0.65158 -1.45927
H -0.68302 0.89080 -0.57462
H 2.04447 0.21801 -0.91560
H 1.76505 2.41314 -1.45448
H 1.09856 1.94931 -3.06008

***

84
Properties=species:S:1:pos:R:3 method="wB97M-V/def2-TZVPD" mol_weight_g_mol=1258.91 energy_ev=-168848.410
Zr 0.26663 1.91508 0.54209
S 4.77900 2.59780 -0.02053
C 3.15971 2.78948 0.16024
S 2.35959 2.96162 1.68410
S 1.99821 2.89287 -1.15136
F -1.87241 4.69569 4.19457
C -1.13526 5.16263 3.20055
F 0.13594 4.85685 3.37614
F -1.25202 6.48436 3.16370
S -1.77575 4.50401 1.54740
O -0.60890 3.82042 0.94958
O -2.22446 5.65325 0.84307
N -2.96089 3.54134 1.85127
S -2.99772 1.99126 1.77498
O -1.87791 1.47800 0.95982
O -3.35614 1.28582 2.94519
C -4.40899 1.73003 0.61710
F -5.54004 2.03584 1.25034
F -4.43729 0.44397 0.26061
F -4.30581 2.47471 -0.47727
I -1.27935 3.51912 -2.23342
C -0.81141 5.56439 -2.53863
I 0.46873 6.54609 -1.18916
H -1.76475 6.07705 -2.53933
H -0.34612 5.59468 -3.51545
O -0.64806 0.53168 -1.03411
P -0.90129 -0.91268 -1.38631
C 0.66200 -1.81923 -1.54848
P 1.99780 -1.21420 -0.44396
O 1.70993 0.17980 -0.00491
C 3.47254 -1.35206 -1.44357
C 4.03575 -2.60625 -1.69372
C 5.14142 -2.70695 -2.51739
C 5.68766 -1.55870 -3.08427
C 5.12775 -0.31840 -2.83707
C 4.01024 -0.20872 -2.01968
C 2.18964 -2.36871 0.91341
C 1.16518 -3.20099 1.35090
C 1.33188 -3.97024 2.49230
C 2.52296 -3.90779 3.19781
C 3.54867 -3.07621 2.76781
C 3.38514 -2.30629 1.62959
C -1.90381 -1.80202 -0.20003
C -1.72735 -1.55454 1.15998
C -2.48426 -2.23658 2.09934
C -3.40920 -3.18162 1.67820
C -3.57530 -3.44574 0.32532
C -2.83089 -2.75571 -0.61692
C -1.73039 -0.99385 -2.97032
C -1.57765 -2.06583 -3.84543
C -2.28714 -2.09551 -5.03493
C -3.15119 -1.05703 -5.35011
C -3.30819 0.01192 -4.47986
C -2.60236 0.04398 -3.28859
H 1.03583 -1.64478 -2.56116
H 0.49930 -2.89089 -1.42296
H 3.62543 -3.49747 -1.23285
H 5.58652 -3.67378 -2.70984
H 6.56191 -1.63961 -3.71717
H 5.56007 0.57588 -3.26374
H 3.56564 0.75542 -1.82327
H 0.22447 -3.25411 0.81878
H 0.52929 -4.61010 2.83324
H 2.65432 -4.50796 4.08854
H 4.47542 -3.02313 3.32297
H 4.17912 -1.64316 1.30695
H -0.99278 -0.84625 1.50633
H -2.34281 -2.00855 3.14697
H -4.00878 -3.71197 2.40599
H -4.30017 -4.18049 0.00029
H -2.99584 -2.94571 -1.66966
H -0.89550 -2.87484 -3.61206
H -2.16233 -2.92471 -5.71783
H -3.70348 -1.08047 -6.27994
H -3.97790 0.82386 -4.72753
H -2.72889 0.87295 -2.60489
C 1.39228 1.33215 4.62397
S 0.00901 0.99275 3.58388
O -0.72406 -0.10389 4.14681
O 0.59359 0.61312 2.22890
O -0.68793 2.24957 3.37011
H 2.14542 0.56184 4.47784
H 1.01859 1.31175 5.64488
H 1.80015 2.30468 4.36583

***

37
Properties=species:S:1:pos:R:3 method="wB97M-V/def2-TZVPD" multiplicity=2 mol_weight_g_mol=217.19 energy_ev=-24954.509 total_charge=+2
O 3.11745 0.32708 -0.65743
H -1.45347 3.07270 2.10741
H 3.20022 1.09315 -1.24010
O 0.70046 -2.40617 -0.55895
H 0.34971 -3.10842 -1.06611
H 0.70970 2.69248 0.26386
O -3.07089 -0.09124 0.70069
H 1.62549 1.43908 2.93099
O 2.65470 -3.08144 1.35540
H -3.74227 0.26883 1.38086
H 2.70090 -4.00065 1.10795
O -2.49771 0.50590 -3.63635
H -3.23746 -0.17664 -3.71664
H -2.06786 -0.09578 -4.25036
O -1.81466 -3.90735 -0.65057
H -2.67452 -3.55015 -0.66514
H -1.58258 -4.75317 -0.32942
O 0.17028 3.43071 0.15971
H -3.15676 0.66259 0.09544
H -0.40754 0.45919 -1.62454
O -1.45900 2.16220 1.80781
H -0.77304 1.77323 2.42047
H 1.45526 -2.74364 -0.00806
O 1.67163 2.32325 3.18940
H 4.01660 -0.13302 -0.64384
H 2.28985 2.40641 3.87138
O -0.03053 1.35616 -2.70069
H -0.36192 1.22344 -3.57816
H -0.38214 2.25042 -2.34986
O -0.27073 0.02681 -0.70768
H 3.57735 -2.72031 1.26740
H 0.45861 0.24192 -0.07729
O 0.70488 -0.23137 1.80750
H -0.62060 3.48454 0.64947
H 1.13321 -1.10918 1.70950
H 0.09195 -1.02686 -0.96192
H -0.19565 -0.55864 1.90903